DFT (ωB97M-V/def2-TZVPD) results for one molecule with the formula C6H9F.

Calculated values
Total charge   0
⟨S²⟩   2.008
Energy above the lowest of the compared OMol25 structures with the same formula, charge and spin   230.94 kJ/mol
2S+1   3
Kohn-Sham gap (alpha / beta)   0.227 / 0.336 hartree
E   -9077.3090 eV

Positions of all 16 atoms, in Å:
C: -0.9463 0.3129 1.5749
C: 1.9024 0.4060 -2.4717
C: -0.4545 -0.0988 -0.0264
C: 0.5814 0.3322 -2.5738
C: -0.6733 -0.9077 2.6027
C: -0.0001 0.5777 -1.1853
F: 0.0727 1.8801 -0.9847
H: -2.0021 0.3739 1.5689
H: -0.4502 1.2426 1.7989
H: 2.3204 0.2399 -3.4448
H: 2.4362 0.6440 -1.5374
H: -0.6247 -1.1045 -0.1747
H: -0.1554 0.0252 -3.3166
H: 0.2282 -1.1889 2.9230
H: -0.7425 -1.6405 1.9920
H: -1.4922 -1.0940 3.2548

Forces on the atoms, in the same order (eV/Å):
2.794 -1.663 -1.939
-0.463 -0.107 -1.834
-1.767 -1.508 6.230
-1.363 -1.214 4.566
-2.655 5.345 -0.678
0.547 2.458 -4.358
0.090 2.477 0.941
-1.104 0.589 -0.226
-0.181 0.325 0.344
1.543 0.180 -0.108
-0.261 -0.254 -0.839
-0.469 -2.187 -0.265
0.956 0.013 -0.538
3.917 0.448 2.156
-1.206 -5.389 -4.509
-0.378 0.488 1.058